[1]
{"formula": "CH5N3O2", "method": "the ωB97M-V functional and the def2-TZVPD basis", "species": ["N", "N", "C", "O", "N", "O", "H", "H", "H", "H", "H"], "positions_angstrom": [[-1.993, -0.630, -0.033], [-0.539, -0.365, -0.144], [0.154, 0.740, 0.052], [-0.461, 1.792, 0.068], [1.601, 0.697, 0.070], [1.644, -0.858, 0.012], [-2.478, -0.532, 0.883], [-2.544, 0.311, -0.363], [0.246, -1.082, -0.282], [2.068, 1.035, -0.918], [2.304, -1.107, 0.655]], "homo_ev": -9.424, "relative_energy_kcal_mol": 81.7, "total_charge": 0, "e_tot_ha": -355.694047, "orbital_gap_ha": 0.3648}

---

[2]
{"formula": "CH6N4O", "method": "the ωB97M-V functional and the def2-TZVPD basis", "species": ["C", "N", "N", "N", "N", "O", "H", "H", "H", "H", "H", "H"], "positions_angstrom": [[-0.988, 0.182, 8.255], [1.044, 0.015, -11.733], [-0.716, -0.864, 9.103], [0.957, 1.179, -11.490], [-0.381, -1.598, 7.966], [-0.553, -0.471, 7.206], [-1.385, 1.200, 8.373], [0.704, -0.299, -12.568], [-0.842, -1.071, 10.132], [0.343, 2.267, -12.496], [1.242, 1.599, -10.537], [0.573, -2.138, 7.790]], "homo_ev": -17.404, "relative_energy_kcal_mol": 30.6, "total_charge": 2, "e_tot_ha": -335.060015, "orbital_gap_ha": 0.3471}